(1)
This record from OMol25 describes an isolated molecule of C8H13N. The level of theory is ωB97M-V/def2-TZVPD.

The highest occupied orbital energy comes out at -6.50 eV.

```
! wB97M-V def2-TZVPD RIJCOSX def2/J DEFGRID3
* xyz 0 1
C -0.936 2.033 -0.012
C -0.172 0.697 -0.011
C -0.678 -0.181 1.261
C -1.625 -1.166 0.686
C 2.092 -1.272 0.004
C 1.235 0.973 -0.037
C -1.677 -1.165 -0.642
C -0.712 -0.204 -1.275
H -0.733 2.630 0.888
H -0.647 2.667 -0.824
H -2.008 1.927 -0.062
H 0.184 -0.602 1.746
H -1.118 0.434 2.041
H -2.180 -1.839 1.336
H 1.148 -1.859 -0.031
H 3.039 -1.859 -0.007
H 1.611 1.950 0.230
H 3.149 0.438 -0.062
H -2.223 -1.891 -1.242
H -1.168 0.392 -2.084
H 0.189 -0.651 -1.745
N 2.227 -0.004 -0.004
*
```



(2)
This record from OMol25 describes the ion C8H13N2 with charge +1. The level of theory is ωB97M-V/def2-TZVPD.

As for the SMILES: C=[N+](C)/C=C/C=C\C=C\N. The highest occupied orbital energy (spin up / spin down) comes out at -11.39 / -11.39 eV.

```
! wB97M-V def2-TZVPD RIJCOSX def2/J DEFGRID3
* xyz 1 1
C -1.151 -1.724 -2.016
N -0.497 -1.650 -0.851
C -0.079 -2.897 -0.088
C 0.037 -0.529 -0.418
C 0.422 0.459 -1.281
C 0.508 1.854 -1.203
C 0.157 2.733 -0.207
C -0.047 2.292 1.127
C 0.596 1.208 1.565
N 0.348 0.704 2.786
H -1.746 -1.004 -2.446
H -1.443 -2.753 -2.264
H -0.700 -3.830 -0.428
H 0.993 -2.865 -0.283
H -0.294 -2.530 0.942
H 0.223 -0.511 0.652
H 0.476 0.053 -2.292
H 0.958 2.362 -1.999
H -0.142 3.623 -0.650
H -0.649 2.959 1.773
H 1.489 0.694 1.060
H -0.525 1.104 3.191
H 1.067 0.248 3.331
*
```



(3)
This record from OMol25 describes the ion C8H13N2O with charge +1. The level of theory is ωB97M-V/def2-TZVPD.

As for the SMILES: N[C@@H]1C=C[C@H](CC=[NH2+])C=C1O. The highest occupied orbital energy comes out at -13.04 eV.

```
! wB97M-V def2-TZVPD RIJCOSX def2/J DEFGRID3
* xyz 1 1
N 1.834 -0.951 -1.149
C 1.451 -0.839 0.326
C 0.262 -1.692 0.771
C -0.928 -1.219 1.110
C -1.320 0.243 0.982
C -2.218 0.530 -0.273
C -1.341 0.237 -1.395
N -0.161 0.840 -1.559
C -0.095 1.137 1.076
C 1.095 0.736 0.533
O 2.268 1.420 0.367
H 2.731 -0.496 -1.271
H 1.925 -1.862 -1.550
H 2.253 -1.095 1.094
H 0.454 -2.721 0.875
H -1.725 -1.875 1.299
H -2.075 0.475 1.810
H -3.014 -0.151 -0.357
H -2.586 1.520 -0.253
H -1.531 -0.742 -1.839
H 0.706 0.281 -1.586
H -0.061 1.810 -1.207
H -0.176 2.185 1.329
H 2.252 2.229 0.867
*
```



Computed largest force on an atom (eV/Å) in order:
5.01 5.08 3.77
Computed ΔE to the lowest compared entry with this formula, charge and spin (kJ/mol) in order:
280.6 469.6 246.7
Computed energy (eV) in order:
-9993.9333 -11476.6205 -13525.6078